1.
Here is 3 unconnected molecules or ions with the total composition C2H9N4O in a non-equilibrium geometry from the Open Molecules 2025 dataset. Energies are from ωB97M-V/def2-TZVPD.

Structure (XYZ):
```
16
Properties=species:S:1:pos:R:3:nbo_charge:R:1
C 1.819 -1.684 -0.619 0.8619
C 0.125 1.148 1.703 -0.0570
N 2.891 -1.834 -0.155 -0.7391
N -2.348 -0.349 -0.572 -1.0373
N -0.258 0.831 0.513 -0.2346
N 0.225 1.496 -0.538 -0.6052
O 0.794 -1.312 -1.017 -0.5915
H -0.335 0.846 2.688 0.2366
H 1.047 1.706 1.996 0.2191
H -1.188 0.316 0.270 0.4562
H 3.703 -2.489 -0.019 0.4730
H -3.192 -0.194 -0.220 0.3860
H -2.304 -0.171 -1.592 0.3984
H 1.048 2.135 -0.485 0.4193
H 0.094 0.891 -1.421 0.4170
H -2.121 -1.335 -0.532 0.3973
```

Output
relative energy (zero: lowest compared OMol25 entry of this formula, charge and spin): 81.09 kcal per mole
charge: +1
gap between HOMO and LUMO: 0.3786 Eh

2.
Here is a gas-phase ion, C7H13N3 (charge +2) in a non-equilibrium geometry from the Open Molecules 2025 dataset. Energies are from ωB97M-V/def2-TZVPD.

Structure (XYZ):
```
23
Properties=species:S:1:pos:R:3:nbo_charge:R:1
H 1.809 0.645 2.398 0.4041
N 1.269 0.509 1.583 -0.5998
C 0.088 0.233 1.793 0.4446
C -0.661 -0.310 3.047 -0.7067
N -0.840 0.305 0.663 -0.4746
C -0.672 0.158 -0.653 0.6458
C -1.887 0.453 -1.436 -0.7083
N 0.511 -0.439 -1.098 -0.3547
C 1.077 -1.685 -0.506 -0.3885
C 0.984 0.220 -2.075 0.5015
C 1.620 1.099 -2.759 -0.3665
H 0.050 -0.875 3.583 0.2707
H -1.601 -0.886 2.878 0.2631
H -0.875 0.663 3.554 0.2727
H -1.604 0.765 1.037 0.4435
H -1.885 -0.240 -2.249 0.2774
H -1.969 1.580 -1.616 0.3196
H -2.792 0.284 -0.712 0.3013
H 0.302 -1.999 0.193 0.2466
H 1.315 -2.215 -1.421 0.2654
H 2.010 -1.281 -0.043 0.2752
H 2.029 2.028 -2.320 0.3405
H 1.720 0.987 -3.840 0.3273
```

Output
relative energy (zero: lowest compared OMol25 entry of this formula, charge and spin): 104.18 kcal per mole
SMILES string: [H]/N=C(C)/[NH+]=C(/C)[N+](C)=C=C
charge: +2
gap between HOMO and LUMO: 0.3227 Eh

3.
Here is a single C19H25NO6 molecule from the Open Molecules 2025 dataset. Energies are from ωB97M-V/def2-TZVPD.

Structure (XYZ):
```
51
Properties=species:S:1:pos:R:3:nbo_charge:R:1
C 4.128 -0.896 4.501 -0.6225
C 3.013 0.118 4.327 -0.0670
O 2.605 0.106 2.962 -0.5116
C 1.504 0.812 2.671 0.8033
O 0.911 1.470 3.501 -0.6428
C 1.138 0.756 1.248 -0.4174
C 0.150 1.625 0.885 0.1890
N -0.457 1.878 -0.278 -0.3877
C -1.541 2.835 -0.311 -0.1855
C -2.926 2.198 -0.103 -0.4573
C -3.391 1.355 -1.259 0.0633
C -3.501 1.896 -2.536 -0.2568
C -3.922 1.118 -3.599 -0.2047
C -4.258 -0.210 -3.399 -0.2213
C -4.177 -0.750 -2.127 -0.2032
C -3.743 0.026 -1.066 -0.2370
C -0.230 1.097 -1.464 -0.3614
C -0.671 -0.351 -1.301 0.8114
O -1.009 -0.863 -0.270 -0.6047
O -0.595 -0.987 -2.471 -0.5089
C -0.924 -2.370 -2.462 -0.2611
C 1.854 -0.190 0.378 0.8093
O 2.284 0.072 -0.729 -0.6451
O 1.980 -1.393 0.938 -0.4909
C 2.732 -2.367 0.223 -0.0733
C 4.226 -2.193 0.454 -0.6331
H 4.968 -0.640 3.860 0.2103
H 3.773 -1.887 4.234 0.2104
H 4.460 -0.903 5.536 0.2145
H 2.150 -0.124 4.959 0.1914
H 3.349 1.128 4.589 0.1825
H -0.214 2.226 1.713 0.2332
H -1.373 3.570 0.479 0.2132
H -1.509 3.358 -1.271 0.1985
H -3.642 3.008 0.057 0.2215
H -2.892 1.589 0.802 0.2239
H -3.265 2.938 -2.702 0.2067
H -3.995 1.551 -4.586 0.2141
H -4.589 -0.817 -4.228 0.2141
H -4.457 -1.780 -1.957 0.2131
H -3.667 -0.407 -0.080 0.2257
H -0.758 1.532 -2.313 0.2405
H 0.844 1.060 -1.692 0.2897
H -2.008 -2.491 -2.443 0.1904
H -0.495 -2.854 -1.582 0.2005
H -0.510 -2.790 -3.375 0.1965
H 2.384 -3.330 0.604 0.1880
H 2.503 -2.284 -0.846 0.1929
H 4.551 -1.237 0.049 0.2228
H 4.772 -2.992 -0.041 0.2116
H 4.441 -2.213 1.519 0.2111
```

Output
relative energy (zero: lowest compared OMol25 entry of this formula, charge and spin): 0.00 kcal per mole
SMILES string: CCOC(=O)C(=CN(CCc1ccccc1)CC(=O)OC)C(=O)OCC
charge: 0
gap between HOMO and LUMO: 0.3291 Eh

4.
Here is 2 unconnected molecules or ions with the total composition C26H43F3O6S in a non-equilibrium geometry from the Open Molecules 2025 dataset. Energies are from ωB97M-V/def2-TZVPD.

Structure (XYZ):
```
79
Properties=species:S:1:pos:R:3:mulliken_charge:R:1
C -1.568 2.355 1.085 -1.5030
C -1.064 1.116 1.086 0.0562
C -1.074 0.265 -0.164 -2.0886
C -0.371 -1.091 -0.093 1.1353
C 1.214 -1.052 -0.064 1.3559
C 1.866 -1.605 -1.335 -1.0881
C 1.365 -0.855 -2.538 0.2240
C 0.919 -1.398 -3.688 -1.2369
C 1.835 0.355 0.207 -0.3761
C 2.687 0.479 1.483 -1.0830
C 4.064 -0.191 1.398 -0.5421
O 4.383 -0.938 2.561 -0.4799
C 4.505 -2.328 2.370 -0.5149
O 1.554 -1.902 1.052 0.0190
C 0.471 -1.907 1.889 -1.6168
O 0.548 -1.744 3.067 -0.5714
C -0.763 -2.122 0.990 3.7877
C -0.636 -3.644 0.633 -1.6761
C -0.805 -4.095 -0.829 -0.1320
C -2.279 -4.343 -1.255 -1.1295
C -2.780 -3.449 -2.392 -0.1198
C -1.922 -3.616 -3.655 -1.1453
C -1.973 -1.879 1.916 -3.0156
C -3.334 -1.962 1.190 0.9298
O -4.116 -3.056 1.645 -0.7534
C -4.239 -0.713 1.319 0.7173
F -4.453 -0.157 0.109 -0.2888
F -5.445 -1.025 1.802 -0.3021
F -3.744 0.231 2.124 -0.2523
H -1.444 3.001 0.226 0.3823
H -2.068 2.761 1.957 0.2658
H -0.632 0.728 2.006 0.5443
H -0.578 0.837 -0.958 0.7403
H -2.096 0.111 -0.508 0.7510
H -0.607 -1.525 -1.070 -0.5447
H 1.723 -2.680 -1.436 0.3806
H 2.951 -1.466 -1.238 0.4203
H 1.405 0.232 -2.473 0.3977
H 1.450 -2.176 -4.230 0.2928
H -0.009 -1.049 -4.134 0.3418
H 1.092 1.145 0.264 -0.4144
H 2.498 0.628 -0.618 0.6641
H 2.859 1.555 1.583 0.6370
H 2.158 0.175 2.384 0.4149
H 4.113 -0.850 0.526 0.2069
H 4.850 0.560 1.273 0.3799
H 3.534 -2.829 2.384 0.0646
H 5.085 -2.718 3.208 0.3224
H 5.053 -2.572 1.453 0.3032
H -1.405 -4.180 1.194 0.5941
H 0.310 -4.048 0.994 0.5745
H -0.290 -3.456 -1.546 -0.0975
H -0.303 -5.064 -0.893 0.3857
H -2.906 -4.264 -0.365 0.4209
H -2.368 -5.375 -1.602 0.4577
H -2.807 -2.406 -2.066 0.0288
H -3.786 -3.786 -2.650 0.5159
H -2.521 -3.406 -4.541 0.4421
H -1.589 -4.652 -3.747 0.2887
H -1.050 -2.968 -3.626 0.0644
H -1.964 -2.713 2.621 0.9926
H -1.855 -0.983 2.514 0.7001
H -3.143 -2.107 0.122 -0.6668
H -3.529 -3.805 1.789 0.4442
O -0.006 5.218 1.762 -0.6931
S 0.412 5.302 0.387 1.2969
O 0.373 4.154 -0.484 -0.6560
C -0.452 6.664 -0.392 -0.7975
C 0.449 7.870 -0.148 -0.5959
C 1.882 7.383 -0.411 -0.6079
C 2.051 6.043 0.315 -0.7295
H -1.441 6.756 0.049 0.4129
H -0.533 6.436 -1.455 0.3698
H 0.180 8.704 -0.793 0.3487
H 0.354 8.201 0.888 0.2978
H 2.027 7.243 -1.484 0.3058
H 2.622 8.106 -0.072 0.3199
H 2.714 5.362 -0.212 0.3385
H 2.392 6.175 1.340 0.3841
```

Output
SMILES string: C=CC[C@H]1[C@@](CC=C)(CCCOC)OC(=O)[C@@]1(CCCCC)C[C@@H](O)C(F)(F)F.O=S1(=O)CCCC1
charge: 0
gap between HOMO and LUMO: 0.3305 Eh

5.
Here is a single C9H15N3 molecule in a non-equilibrium geometry from the Open Molecules 2025 dataset. Energies are from ωB97M-V/def2-TZVPD.

Structure (XYZ):
```
27
Properties=species:S:1:pos:R:3:nbo_charge:R:1
C 0.664 -1.073 0.667 0.3816
C 0.837 -0.571 -0.482 -0.3150
C 0.549 0.371 3.062 0.1489
C 0.608 1.345 2.076 0.0088
C -1.566 0.137 -0.780 -0.6024
C -0.051 -0.901 -2.636 -0.5949
C 0.216 1.490 -1.749 -0.6216
C 0.752 -1.827 4.156 -0.3926
C -0.140 -0.003 -1.374 -0.0648
N 0.614 -1.675 1.711 -0.3491
N -0.205 2.083 1.436 -0.7519
N 0.613 -0.887 3.027 -0.2103
H 1.766 -0.736 -0.930 0.2432
H 1.666 1.599 2.084 0.1721
H -1.731 1.116 -0.276 0.2502
H -2.300 -0.046 -1.463 0.2056
H -1.593 -0.755 -0.061 0.1964
H 0.931 -0.974 -3.063 0.2074
H -0.452 -1.903 -2.434 0.2098
H -0.745 -0.403 -3.381 0.2089
H 1.267 1.620 -2.000 0.1965
H -0.398 2.086 -2.491 0.2207
H 0.111 1.926 -0.756 0.2319
H 1.219 -1.445 5.013 0.2232
H -0.253 -2.128 4.344 0.2146
H 1.376 -2.583 3.614 0.2241
H 0.002 2.994 1.133 0.3587
```

Output
relative energy (zero: lowest compared OMol25 entry of this formula, charge and spin): 146.65 kcal per mole
charge: 0
gap between HOMO and LUMO: 0.3124 Eh

6.
Here is 8 unconnected molecules or ions with the total composition C5H27N3O7 in a non-equilibrium geometry from the Open Molecules 2025 dataset. Energies are from ωB97M-V/def2-TZVPD.

Structure (XYZ):
```
42
Properties=species:S:1:pos:R:3:nbo_charge:R:1
H 0.197 3.217 0.737 0.3652
N -0.155 2.280 0.888 -0.8120
C 0.005 1.496 -0.123 0.3584
N -0.264 0.169 -0.041 -0.6476
C -0.369 -0.547 -1.328 -0.2293
C -1.003 -1.938 -1.231 -0.4122
C -0.629 -2.853 -0.057 -0.4350
C 0.777 -2.779 0.534 -0.2218
N 1.914 -2.756 -0.395 -0.8726
H 0.469 1.836 -1.043 0.1880
H -0.872 -0.169 0.695 0.4239
H 0.622 -0.614 -1.765 0.1992
H -0.961 0.059 -2.017 0.2176
H -0.754 -2.452 -2.164 0.2122
H -2.088 -1.807 -1.261 0.2122
H -0.831 -3.891 -0.362 0.2010
H -1.351 -2.686 0.738 0.2317
H 0.919 -3.594 1.246 0.2013
H 0.856 -1.866 1.125 0.1807
H 1.824 -2.043 -1.111 0.3671
H 2.058 -3.648 -0.853 0.3665
O 4.454 0.754 -1.102 -1.0036
H 5.027 1.417 -0.699 0.4812
H 3.951 0.314 -0.372 0.5091
O 2.617 0.492 -3.111 -0.9916
H 3.314 0.533 -2.425 0.5027
H 2.750 1.268 -3.687 0.4669
O -2.357 2.024 -1.305 -0.9876
H -2.801 1.919 -0.437 0.5010
H -3.071 2.065 -1.951 0.4688
O -1.777 1.753 2.909 -1.0474
H -1.048 1.943 2.208 0.5064
H -1.581 2.202 3.727 0.4910
O -3.787 1.739 1.039 -0.9956
H -4.455 2.376 1.346 0.4832
H -3.041 1.817 1.679 0.5101
O -2.448 -0.756 2.158 -0.9937
H -2.169 0.045 2.642 0.5001
H -3.286 -0.522 1.717 0.4826
O 3.000 -0.390 0.894 -0.9692
H 3.008 -1.344 0.720 0.5059
H 2.081 -0.141 0.820 0.4849
```

Output
relative energy (zero: lowest compared OMol25 entry of this formula, charge and spin): 2.16 kcal per mole
SMILES string: [H]/N=C/NCCCCN.O.O.O.O.O.O.O
charge: 0
gap between HOMO and LUMO: 0.3566 Eh

Calculated values (eV) of HOMO energy for the records, taken in order: -14.08; -18.56; -8.19; -8.49; -7.89; -9.15.
Calculated values (eV) of DFT total energy for the records, taken in order: -10219.734; -11918.871; -33884.351; -58927.987; -14040.203; -24427.274.